(1)
A 15-piece molecular cluster, C45H120O15 overall in a non-equilibrium geometry. Source: OMol25; level of theory: ωB97M-V/def2-TZVPD.

XYZ file:
```
180
Properties=species:S:1:pos:R:3:lowdin_charge:R:1
C 0.007 -1.456 4.430 -0.426
H 3.516 -1.025 1.728 0.056
H 3.783 0.799 -6.718 0.083
C 2.578 0.655 -4.910 -0.459
H 3.770 2.269 -5.800 0.076
H 3.547 -0.937 -4.358 0.047
C 1.633 -3.987 -4.222 -0.464
H -1.014 -4.752 0.261 0.091
H -4.035 2.957 3.976 0.056
H 4.542 3.590 -1.351 0.077
C -4.671 1.034 3.207 -0.511
H -4.916 1.441 2.226 0.108
H 6.890 -1.320 -2.073 0.130
O 3.088 2.824 1.451 -0.088
H -1.516 -2.528 3.265 0.080
H 2.864 3.366 -1.211 0.077
H -3.996 5.358 -3.233 0.083
H 6.610 -3.407 -3.301 0.075
H 1.850 -2.347 5.454 0.066
H 1.173 4.554 4.817 0.087
H -3.774 6.639 2.988 0.079
C 2.490 1.171 -3.527 -0.058
H 3.354 -5.372 -3.904 0.077
H -4.936 3.473 0.448 0.065
O -2.722 -2.691 0.621 -0.084
C -3.464 3.544 -4.229 -0.530
C 2.741 -4.210 1.936 -0.469
H -1.739 -2.541 -3.385 0.066
H 1.935 -4.209 -2.114 0.081
H -3.490 -5.243 0.471 0.080
H 0.362 0.506 1.247 0.127
H -2.724 2.742 -2.442 0.084
H 0.401 1.943 3.431 0.122
H 6.129 0.321 4.106 0.080
H 5.096 3.142 1.042 0.138
H -2.735 -0.424 -5.423 0.136
H -2.587 3.161 -4.751 0.128
H -2.611 1.120 3.060 0.073
H 3.826 -3.806 -4.501 0.057
C 3.033 -4.552 -4.547 -0.053
H 2.341 -2.581 -2.816 0.062
H 1.057 -1.061 -1.345 0.064
H -1.798 0.973 0.306 0.077
C 5.038 -1.305 -0.923 -0.032
H -4.461 3.306 -2.361 0.076
C 5.140 0.766 4.212 -0.031
C 1.633 -3.410 -2.791 -0.039
C 6.062 -3.336 -2.361 -0.018
H -5.047 0.168 0.446 0.060
H -5.450 -1.994 -0.190 0.079
H -1.404 0.467 -3.328 0.048
H 2.320 -5.694 0.212 0.067
C -1.938 -0.972 -4.920 -0.435
O -5.558 5.905 1.163 -0.028
H -4.072 1.868 -3.350 0.084
O -0.839 3.489 3.345 -0.053
H 0.280 1.806 5.904 0.079
H -4.088 -0.008 -0.955 0.067
O -1.236 -1.825 -5.795 -0.053
C -5.105 0.229 -0.641 -0.046
H -1.284 1.646 5.085 0.062
C 3.592 -4.252 3.265 -0.035
H -3.241 -0.125 4.129 0.091
C -1.028 0.606 -0.374 -0.032
H -8.337 -0.993 -0.835 0.079
H -1.081 -4.579 -1.452 0.075
H -0.498 -2.137 -5.266 0.032
H -0.460 -3.592 4.114 0.088
H -3.320 -5.427 -1.319 0.076
H -2.774 -2.935 -1.458 0.097
H 3.019 -3.293 1.416 0.106
C -0.906 -2.599 4.165 -0.037
H 5.780 -1.523 -3.997 0.097
H 4.244 5.079 2.035 0.085
C -3.602 -4.763 -0.502 -0.030
H 2.846 1.412 2.966 0.054
O 5.223 -1.272 -3.257 -0.083
H 4.989 1.033 5.258 0.079
C -7.573 -0.297 -0.490 -0.046
H -4.281 1.876 5.258 0.082
H 5.055 -3.735 -2.480 0.062
O -4.552 3.442 -5.115 -0.046
C -3.425 6.071 2.125 -0.046
H 1.484 -0.638 5.719 0.067
C 3.784 1.183 -5.698 -0.049
H 2.991 -4.923 -5.571 0.080
C 2.961 -5.487 1.069 -0.035
H -2.275 5.202 -3.684 0.077
O 0.869 -1.302 3.300 -0.096
H -4.663 -4.543 -0.620 0.063
C -3.689 2.804 -2.945 -0.054
O 2.796 0.661 3.561 -0.085
H -3.369 -0.386 2.339 0.077
C -4.086 4.021 0.855 -0.051
C 4.103 3.463 0.727 -0.466
H -3.369 -2.549 -4.134 0.089
H 1.588 0.847 -3.009 0.061
H -3.394 3.299 1.289 0.067
H -2.558 5.529 2.502 0.060
H 3.284 0.708 -2.940 0.072
H -3.506 4.397 0.012 0.075
H -6.197 5.383 0.673 0.093
C -1.228 -4.026 -0.524 -0.077
H 4.560 0.396 1.553 0.074
H 1.846 0.206 -0.435 0.065
C 1.349 3.681 4.187 -0.046
H 4.629 -3.978 3.071 0.067
H -4.977 4.722 2.701 0.119
C 1.044 -1.627 5.596 -0.018
H 1.770 4.069 3.260 0.062
C -4.581 5.149 1.779 -0.511
C 5.903 -1.775 -2.143 -0.450
H 2.977 5.283 0.776 0.087
O 1.216 -3.119 -5.256 -0.046
C -2.512 -1.935 -3.857 -0.052
H 0.932 -4.818 -4.290 0.138
H -3.072 6.724 1.328 0.088
C -4.679 2.130 4.275 -0.038
H -0.632 0.863 -4.803 0.070
C 4.347 -0.477 2.170 -0.053
C -0.957 0.008 -4.211 -0.042
H -3.396 5.569 -4.972 0.076
H 6.661 -3.650 -1.505 0.080
C 3.805 3.032 -0.774 -0.037
C -2.643 -3.532 -0.555 -0.446
H -7.972 0.667 -0.806 0.073
H -0.476 -3.241 -0.440 0.064
O -5.916 -1.931 -1.027 -0.031
H 3.192 -3.558 4.004 0.049
H -1.934 -2.142 0.620 0.002
C -6.251 -0.611 -1.187 -0.509
H -0.587 -0.564 4.627 0.118
H 1.728 0.951 -5.525 0.136
H 5.113 -0.222 -0.828 0.068
C 1.183 -0.654 -0.341 -0.024
H -0.056 -0.534 -3.925 0.063
O 2.746 -0.764 -4.858 -0.067
H -5.643 2.629 4.374 0.080
O -0.676 -1.153 1.145 -0.079
H 4.760 0.993 -5.252 0.074
H -1.560 -0.006 -1.102 0.066
H 1.835 -2.392 -5.157 0.045
C -3.368 0.340 3.152 -0.060
H 3.921 1.957 -0.908 0.052
H -0.555 1.409 -0.938 0.083
C 0.131 2.799 4.050 -0.526
H -1.109 4.207 3.923 0.082
H 1.434 -0.533 3.400 0.045
H 0.610 -3.106 -2.569 0.051
H 0.544 -1.970 6.502 0.079
O -5.673 0.058 3.459 -0.045
O 1.425 -4.115 2.336 -0.049
H 5.387 -1.756 0.006 0.061
H 3.602 -5.246 3.712 0.073
H -5.218 1.260 -0.977 0.063
H 5.145 1.697 3.646 0.071
C -0.488 2.344 5.348 -0.037
H 3.979 -5.480 0.680 0.067
H -0.251 -1.256 2.000 0.034
C 3.992 4.945 0.983 -0.054
H 4.018 -1.670 -1.039 0.068
H 1.234 -3.200 2.555 0.046
H -0.832 3.102 6.051 0.091
H 3.004 -6.360 1.719 0.072
C -0.014 -0.126 0.442 -0.454
H -2.877 -1.336 -3.022 0.051
H -4.403 4.098 -5.799 0.078
H 1.910 -1.255 0.204 0.056
H 2.272 3.053 1.001 0.094
C -3.303 5.053 -4.016 -0.050
H 2.137 3.065 4.621 0.075
H -5.581 -0.673 2.843 0.077
H 4.672 5.516 0.351 0.083
C 3.999 -0.091 3.609 -0.434
H 5.218 -1.131 2.132 0.080
H 3.806 -0.966 4.229 0.130
H -7.585 -0.187 0.594 0.075
H 2.528 2.258 -3.451 0.085
H -1.566 -2.589 5.032 0.093
H -6.302 -0.384 -2.252 0.139
```

Results
Multiplicity = 1
Total energy = -2915.0218 hartree
Relative energy (zero: lowest compared OMol25 entry of this formula, charge and spin) = 4.551 eV
LUMO level = 0.16 eV
Net charge = 0
Frontier orbital gap = 9.31 eV

***

(2)
C13H22ClNO in the gas phase. Source: OMol25; level of theory: ωB97M-V/def2-TZVPD.

XYZ file:
```
38
Properties=species:S:1:pos:R:3:lowdin_charge:R:1
C -3.062 0.019 1.091 -0.168
C 1.202 -0.372 -0.017 -0.419
H -4.389 1.741 1.041 0.072
C -2.510 -0.997 0.091 -0.481
H 1.837 3.577 -0.226 0.109
H 2.145 -1.909 -1.217 0.116
C 1.996 1.836 1.039 -0.193
C -0.710 -2.290 -0.800 -0.140
N -1.177 -1.142 -0.040 -0.024
H 2.104 0.209 -1.876 0.123
H 3.216 0.178 0.471 0.125
H -4.475 0.677 -0.397 0.077
C -0.176 -0.367 0.669 -0.105
C 0.950 1.885 -1.225 -0.196
H 0.359 -0.029 -1.986 0.113
H 2.437 -2.086 0.506 0.113
H -0.056 -0.756 1.691 0.143
H 2.999 2.369 -0.784 0.114
C 1.154 0.378 -1.361 -0.132
H -3.788 -0.527 1.699 0.128
H 0.318 -3.081 0.900 0.118
Cl -2.690 2.194 -0.499 0.604
H 2.782 2.255 1.671 0.110
H 0.996 2.334 -2.220 0.114
H -0.518 0.665 0.731 0.089
C 2.015 2.505 -0.329 -0.199
O -3.294 -1.674 -0.555 0.048
H -0.039 2.101 -0.822 0.048
H 1.042 2.034 1.530 0.110
C 0.540 -2.847 -0.144 -0.157
H -0.502 -2.008 -1.838 0.127
H 2.208 -0.135 1.885 0.119
H -2.307 0.442 1.749 0.097
H -1.521 -3.023 -0.813 0.123
H 0.831 -3.776 -0.636 0.115
C 2.222 0.334 0.897 -0.151
C -3.818 1.114 0.356 -0.557
C 1.677 -1.830 -0.234 -0.133
```

Results
Multiplicity = 1
Total energy = -1098.7805 hartree
SMILES = O=C(CCCl)N1CCCC2(CCCCC2)C1
Relative energy (zero: lowest compared OMol25 entry of this formula, charge and spin) = 0.016 eV
LUMO level = 0.77 eV
Net charge = 0
Frontier orbital gap = 9.90 eV

***

(3)
A 3-piece molecular cluster, C5H11N overall. Source: OMol25; level of theory: ωB97M-V/def2-TZVPD.

XYZ file:
```
17
Properties=species:S:1:pos:R:3:lowdin_charge:R:1
H -0.427 -2.973 0.687 0.076
C 1.987 1.199 -0.752 -0.081
H -0.122 -2.177 2.247 0.073
H 2.066 0.242 -0.239 0.036
H -3.111 -0.881 0.151 0.109
H 2.790 1.911 -0.579 0.044
C -2.029 -0.851 0.086 -0.115
C -0.696 -0.839 0.650 -0.356
C -0.007 -2.080 1.161 -0.079
C 0.964 1.471 -1.557 -0.106
H -0.781 2.487 0.371 0.021
H 0.885 2.425 -2.073 0.048
H 1.066 -2.048 0.937 0.066
H -1.507 2.406 0.515 0.037
H -0.292 0.109 1.012 0.083
N -1.146 -0.822 -0.804 0.131
H 0.170 0.748 -1.727 0.013
```

Results
Multiplicity = 1
Total energy = -251.7173 hartree
SMILES = C[C@@H]1C=N1.[H][H].C=C
Relative energy (zero: lowest compared OMol25 entry of this formula, charge and spin) = 3.952 eV
LUMO level = 1.19 eV
Net charge = 0
Frontier orbital gap = 11.08 eV

***

(4)
C34H39AgN2O4PSi as an isolated structure in a non-equilibrium geometry. Source: OMol25; level of theory: ωB97M-V/def2-TZVPD.

XYZ file:
```
82
Properties=species:S:1:pos:R:3:lowdin_charge:R:1
H 4.997 -8.776 22.039 0.111
C 6.978 -14.709 12.642 -0.076
C 9.642 -12.695 12.241 -0.254
H 9.776 -11.265 23.914 0.135
H 10.705 -12.694 17.315 0.082
H 9.000 -8.473 20.884 0.067
C 8.754 -11.636 20.595 -0.423
O 9.205 -11.736 19.442 -0.083
H 10.559 -8.160 19.321 0.022
H 10.414 -13.624 19.564 0.080
C 10.279 -13.706 14.936 -0.204
H 7.889 -16.019 17.090 0.072
C 8.023 -8.408 20.551 -0.062
H 7.121 -13.778 15.819 0.076
C 9.598 -11.418 21.685 -0.029
H 9.280 -10.643 12.276 0.072
H 11.233 -8.682 17.704 0.030
C 7.732 -8.464 19.163 -0.405
Si 8.860 -12.800 13.945 0.543
C 9.737 -11.416 11.695 -0.099
C 7.739 -11.406 23.143 -0.217
C 5.759 -15.339 15.092 -0.080
C 8.881 -16.036 17.500 -0.168
H 7.700 -6.662 17.328 0.030
C 7.045 -8.532 21.551 -0.108
H 10.623 -9.876 18.889 0.003
C 10.034 -13.775 11.460 -0.117
H 4.363 -8.450 19.624 0.092
O 5.986 -11.091 24.602 0.003
C 8.295 -11.322 14.801 -0.355
H 7.362 -8.496 22.601 0.116
H 4.450 -16.610 13.956 0.102
C 10.523 -13.625 10.161 -0.056
H 10.971 -15.204 18.970 0.100
N 9.998 -14.305 16.279 -0.227
H 8.693 -15.509 19.520 0.110
C 5.906 -15.637 12.697 -0.115
H 5.942 -8.456 17.853 0.121
H 8.100 -14.328 18.432 0.070
H 5.280 -15.575 16.050 0.104
H 10.908 -12.808 15.125 0.071
H 7.416 -14.535 11.643 0.092
H 9.366 -16.048 15.434 0.096
H 7.299 -10.959 14.395 -0.010
C 6.877 -11.695 22.156 0.001
H 11.878 -14.122 17.349 0.115
C 10.797 -13.769 17.415 -0.162
C 10.523 -8.873 18.507 -0.245
H 5.301 -12.413 20.285 0.150
H 5.619 -16.219 11.846 0.083
Ag 8.027 -11.249 17.073 0.627
H 9.963 -14.741 11.866 0.085
N 7.226 -11.151 24.482 -0.343
C 8.772 -6.897 17.380 -0.321
H 9.011 -10.545 14.635 -0.075
P 8.815 -8.673 17.701 0.888
C 9.150 -11.379 22.976 0.008
C 9.815 -15.705 16.329 -0.244
O 7.981 -11.018 25.452 0.022
H 5.817 -11.768 22.476 0.135
C 6.379 -12.212 19.789 -0.232
C 10.818 -12.269 9.744 -0.106
C 10.295 -14.371 18.794 -0.165
H 10.752 -16.291 16.407 0.112
C 5.397 -8.517 19.903 -0.084
C 7.329 -11.917 20.835 -0.110
H 11.222 -12.072 8.766 0.082
H 10.973 -14.407 14.396 0.085
H 10.656 -14.386 9.467 0.067
H 9.163 -6.308 18.219 0.042
C 8.931 -14.957 18.593 -0.212
C 5.729 -8.619 21.253 -0.102
H 9.024 -17.086 17.915 0.121
H 10.702 -10.100 10.280 0.115
C 6.747 -14.351 14.951 -0.128
C 7.419 -14.009 13.797 -0.237
O 6.507 -12.221 18.569 -0.083
C 5.329 -15.932 13.903 -0.137
C 10.421 -11.179 10.482 -0.107
H 9.356 -6.575 16.460 0.056
C 6.371 -8.457 18.900 -0.142
H 10.653 -11.129 21.484 0.129
```

Results
Multiplicity = 1
Total energy = -2507.1853 hartree
LUMO level = 2.22 eV
Net charge = -1
Frontier orbital gap = 6.95 eV

***

(5)
A 3-piece molecular cluster, C4H10O4 overall in a non-equilibrium geometry. Source: OMol25; level of theory: ωB97M-V/def2-TZVPD.

XYZ file:
```
18
Properties=species:S:1:pos:R:3:lowdin_charge:R:1
H -1.348 1.234 0.146 0.064
H 1.629 -1.836 -0.311 0.049
H -0.393 0.947 -1.345 0.083
C -0.381 1.339 -0.332 -0.013
O -1.431 -1.983 -0.463 0.042
H 0.248 -1.742 -1.004 0.024
H -3.388 -0.684 -0.415 0.135
O -3.076 -0.810 0.497 0.101
O 1.180 -1.394 -1.034 -0.073
O 0.467 -0.044 1.472 0.046
H 2.097 2.257 0.061 0.080
C 2.108 1.179 0.233 -0.030
H 2.466 0.693 -0.674 0.079
H -1.582 -1.629 1.539 0.148
H -0.158 2.399 -0.437 0.073
C 0.728 0.641 0.512 -0.504
C -1.954 -1.501 0.515 -0.387
H 2.787 0.934 1.042 0.083
```

Results
Multiplicity = 1
Total energy = -459.3747 hartree
SMILES = CC(C)=O.O=CO.O
Relative energy (zero: lowest compared OMol25 entry of this formula, charge and spin) = 0.384 eV
LUMO level = 0.65 eV
Net charge = 0
Frontier orbital gap = 10.19 eV

***

(6)
C4H6BrN3 in the gas phase in a non-equilibrium geometry. Source: OMol25; level of theory: ωB97M-V/def2-TZVPD.

XYZ file:
```
14
Properties=species:S:1:pos:R:3:lowdin_charge:R:1
C 1.249 1.877 -0.297 -0.052
H 1.121 2.499 -1.227 0.096
C -0.664 0.327 -0.196 -0.238
H 2.298 2.007 0.002 0.026
H -1.353 1.149 -0.468 0.125
C 1.395 -0.737 0.069 -0.509
C -1.265 -2.005 -0.390 -0.175
N 0.748 0.386 -0.134 -0.255
Br 3.304 -0.534 -0.094 0.555
H -1.666 -3.401 1.040 0.081
N -1.274 -0.790 -0.245 0.038
N -1.338 -3.211 0.133 0.107
H 0.656 2.411 0.476 0.079
H -1.123 -4.030 -0.475 0.124
```

Results
Multiplicity = 1
Total energy = -2894.1251 hartree
Relative energy (zero: lowest compared OMol25 entry of this formula, charge and spin) = 4.316 eV
LUMO level = 0.67 eV
Net charge = 0
Frontier orbital gap = 7.85 eV